ORCA calculation (ωB97M-V/def2-TZVPD) on a structure of composition C12H22FN6O4V at a distorted geometry.

Each line ends with the Löwdin spin population.
Atoms and positions in Å:
V -0.13 -0.10 -0.11  1.933
N 1.26 1.47 0.31  0.003
C 1.69 1.34 1.74  0.001
C 1.66 -0.14 2.11  0.001
N 0.31 -0.73 1.84  -0.002
C -0.69 -0.27 2.86  0.001
C -1.99 0.17 2.21  0.001
N -1.65 0.92 0.96  0.001
C 0.38 -2.22 1.77  0.006
C -0.92 -2.76 1.20  0.001
N -1.26 -1.98 -0.03  0.003
H 2.07 1.30 -0.30  0.003
H 0.97 2.42 0.10  0.002
H 1.00 1.92 2.35  0.000
H 2.68 1.74 1.91  0.000
H 1.94 -0.28 3.16  0.000
H 2.39 -0.67 1.50  0.000
H -0.26 0.56 3.41  0.000
H -0.87 -1.07 3.59  0.000
H -2.57 0.78 2.90  0.000
H -2.61 -0.67 1.93  0.000
H -1.36 1.86 1.21  0.004
H -2.47 1.05 0.38  0.001
H 0.60 -2.65 2.75  0.001
H 1.21 -2.47 1.10  0.000
H -1.73 -2.66 1.92  0.000
H -0.82 -3.82 0.99  0.000
H -2.27 -1.87 -0.14  0.002
H -1.00 -2.50 -0.86  0.002
F 1.97 -4.47 -5.33  0.000
C 1.83 -3.63 -4.32  0.001
C 1.13 -2.51 -4.44  0.000
N 0.98 -1.62 -3.37  0.002
C 0.28 -0.34 -3.57  0.000
C -0.88 -0.25 -2.59  0.007
O -1.80 -1.03 -2.63  0.001
O -0.72 0.68 -1.64  -0.001
C 1.51 -1.89 -2.16  0.003
O 1.36 -1.13 -1.15  0.020
N 2.22 -3.02 -2.06  0.002
C 2.50 -3.99 -3.07  0.000
O 3.16 -4.95 -2.83  0.000
H 0.64 -2.24 -5.37  0.000
H -0.09 -0.31 -4.59  0.000
H 0.98 0.48 -3.41  0.000
H 2.68 -3.21 -1.17  0.000

The calculation puts the HOMO energy (spin up / spin down) at -15.40 / -15.43 eV. The energy above the lowest of the compared OMol25 structures with the same formula, charge and spin is 6.11 kcal per mole. The total energy comes out at -2143.4579 Ha. The multiplicity is 3. Its gap between HOMO and LUMO (spin up / spin down) is 8.31 / 9.36 eV. The LUMO energy (spin up / spin down) comes out at -7.09 / -6.06 eV. The net charge is +2.



ORCA calculation (ωB97M-V/def2-TZVPD) on a structure of composition C8H18O2 at a distorted geometry.

Each line ends with the Mulliken charge.
Atoms and positions in Å:
C 1.52 -1.34 0.59  -1.397
C 1.64 -0.03 -0.01  1.465
C 2.33 -0.26 -1.50  -1.499
C 2.52 1.10 0.73  -1.104
C -1.68 0.13 -0.18  1.234
C -1.83 1.69 -0.25  -1.593
C -1.56 -0.43 1.21  -0.835
C -2.92 -0.65 -0.69  -1.083
H 1.05 -2.06 -0.17  0.358
H 2.53 -1.65 1.02  0.395
H 0.56 -1.30 1.42  0.347
H 2.69 0.63 -1.92  0.493
H 1.90 -1.04 -2.22  0.238
H 3.41 -0.64 -1.25  0.378
H 3.75 1.00 0.35  0.250
H 2.55 0.77 2.01  0.261
H 2.12 2.17 0.34  0.288
H -1.08 2.20 0.41  0.345
H -2.77 1.66 0.33  0.463
H -2.09 1.97 -1.22  0.409
H -0.54 -1.33 0.95  0.106
H -1.50 0.58 2.08  0.239
H -2.82 -1.01 1.32  -0.017
H -3.95 -0.02 -1.71  0.247
H -3.72 -1.17 0.55  0.318
H -2.22 -1.57 -1.12  0.328
O 0.45 0.84 -0.23  -0.200
O -0.34 -0.21 -0.84  -0.434

The calculation puts the HOMO energy at -8.98 eV. The energy above the lowest of the compared OMol25 structures with the same formula, charge and spin is 362.18 kcal per mole. The total energy comes out at -465.5401 Ha. Its gap between HOMO and LUMO is 9.33 eV. The LUMO energy comes out at 0.35 eV.



ORCA calculation (ωB97M-V/def2-TZVPD) on the molecule C4H3NO2 at a distorted geometry.

Each line ends with the Mulliken charge.
Atoms and positions in Å:
O -1.74 -2.54 -0.57  -0.416
C -0.89 -1.76 -0.89  -0.050
C -0.39 -0.55 -0.06  0.698
N 0.61 0.09 -0.68  -0.542
C 0.99 1.11 0.12  -0.001
C 0.51 1.41 1.32  -0.194
O -0.84 -0.15 1.06  -0.536
H -0.36 -1.82 -1.87  0.356
H 1.80 1.78 -0.15  0.359
H 0.31 2.42 1.73  0.326

The calculation puts the HOMO energy at -10.05 eV. The energy above the lowest of the compared OMol25 structures with the same formula, charge and spin is 94.31 kcal per mole. The total energy comes out at -359.3201 Ha. Its gap between HOMO and LUMO is 9.00 eV. The LUMO energy comes out at -1.05 eV.



ORCA calculation (ωB97M-V/def2-TZVPD) on a cluster of 4 separate species, C17H29N4O15S2 in total at a distorted geometry.

Each line ends with the Mulliken charge.
Atoms and positions in Å:
C -5.18 -2.83 -2.94  -0.779
C -4.41 -4.29 -2.74  -0.354
O -3.17 -4.19 -1.96  -0.278
C -2.14 -5.14 -2.43  -0.328
C -1.05 -5.52 -1.23  -0.374
O -1.22 -4.72 -0.01  -0.275
C -0.10 -3.79 0.22  -0.472
C -0.63 -2.28 0.55  0.209
O -1.31 -2.12 1.85  -0.424
C -1.12 -0.76 2.40  -0.298
S -2.25 0.54 1.59  1.163
O -2.27 0.45 0.05  -0.479
O -3.69 0.21 2.13  -0.697
N -1.83 2.11 2.24  -0.455
S -2.09 3.40 1.09  0.982
O -3.37 3.27 0.24  -0.571
O -2.27 4.71 1.95  -0.671
O -0.66 3.70 0.14  -0.213
C -0.96 3.58 -1.29  0.288
O -1.52 4.53 -2.06  -0.576
C -0.50 2.15 -2.02  0.438
C 0.68 1.28 -1.22  -0.078
C 1.20 -0.17 -1.79  -0.364
C 0.54 -0.76 -3.18  -0.368
C -0.61 0.13 -4.01  -0.475
C -1.13 1.60 -3.43  -0.420
H -5.59 -2.79 -4.06  0.256
H -4.47 -1.91 -2.82  0.200
H -6.04 -2.73 -2.14  0.248
H -4.14 -4.73 -3.80  0.308
H -5.17 -5.06 -2.22  0.238
H -2.70 -6.14 -2.77  0.296
H -1.62 -4.73 -3.41  0.247
H 0.04 -5.56 -1.65  0.261
H -1.32 -6.64 -0.93  0.244
H 0.56 -4.17 1.14  0.195
H 0.65 -3.70 -0.68  0.219
H 0.19 -1.45 0.49  0.065
H -1.45 -2.03 -0.28  0.088
H -1.44 -0.82 3.55  0.282
H 0.02 -0.43 2.41  0.205
H 1.17 1.70 -0.21  0.378
H 2.04 -0.75 -1.18  0.293
H 0.87 -1.80 -3.59  0.304
H -1.08 -0.28 -5.01  0.261
H -1.95 2.21 -4.04  0.313
C 4.22 3.77 -2.67  -0.752
N 3.94 2.33 -2.46  0.855
O 3.91 1.60 -3.46  -0.507
O 3.75 1.96 -1.30  -0.460
H 4.36 3.95 -3.74  0.296
H 3.36 4.33 -2.30  0.277
H 5.13 4.01 -2.12  0.289
C 1.81 1.31 5.67  -0.728
N 1.65 0.05 4.89  0.911
O 2.68 -0.51 4.51  -0.543
O 0.50 -0.34 4.69  -0.506
H 2.88 1.53 5.77  0.268
H 1.31 2.10 5.11  0.288
H 1.35 1.16 6.65  0.292
C 4.85 4.69 3.68  -0.749
N 4.10 3.59 4.35  0.818
O 4.38 3.37 5.54  -0.542
O 3.26 2.99 3.68  -0.412
H 5.55 5.13 4.39  0.312
H 5.38 4.25 2.83  0.277
H 4.12 5.43 3.35  0.287

The calculation puts the HOMO energy at -5.79 eV. The total energy comes out at -2808.3006 Ha. Its gap between HOMO and LUMO is 7.06 eV. The LUMO energy comes out at 1.27 eV. The net charge is -1.



ORCA calculation (ωB97M-V/def2-TZVPD) on a structure of composition C40H33ClMnN5O4P.

Each line ends with the Löwdin spin population.
Atoms and positions in Å:
Mn -0.20 -0.15 1.10  0.997
O -3.66 -1.56 3.10  0.002
C -2.49 -1.57 2.71  0.001
N -1.78 -0.48 2.37  -0.001
C -2.54 0.76 2.52  0.001
C -1.60 1.92 2.51  0.000
C -1.97 3.18 2.98  -0.001
C -1.03 4.19 3.04  0.001
C 0.28 3.91 2.66  0.000
C 0.57 2.65 2.19  0.000
N -0.35 1.68 2.08  -0.008
C -1.78 -2.91 2.66  0.001
C -2.55 -4.07 2.68  0.000
C -1.90 -5.29 2.63  0.000
C -0.51 -5.32 2.59  0.000
C 0.16 -4.11 2.59  0.000
N -0.45 -2.93 2.61  0.006
H -3.12 0.76 3.45  0.000
H -3.28 0.87 1.71  0.000
H -2.99 3.34 3.30  0.000
H -1.30 5.17 3.40  0.000
H 1.06 4.65 2.72  0.000
H 1.57 2.38 1.87  0.000
H -3.62 -3.98 2.73  0.000
H -2.47 -6.21 2.64  0.000
H 0.03 -6.25 2.56  0.000
H 1.25 -4.08 2.56  0.000
O 0.57 -0.50 3.80  -0.001
N 1.18 -0.47 2.58  -0.007
C 2.45 -0.37 2.71  0.012
C 3.48 -0.31 1.66  0.000
C 4.78 -0.44 2.14  0.002
C 5.87 -0.43 1.29  0.000
C 5.68 -0.29 -0.07  0.003
C 4.39 -0.14 -0.56  -0.001
C 3.28 -0.13 0.28  0.001
P 1.60 0.10 -0.44  -0.009
C 1.56 -1.21 -1.72  -0.003
C 2.24 -2.41 -1.57  -0.001
C 2.04 -3.44 -2.48  0.000
C 1.16 -3.28 -3.54  -0.001
C 0.46 -2.09 -3.68  0.000
C 0.66 -1.06 -2.77  -0.001
C 1.78 1.60 -1.47  -0.001
C 1.17 2.77 -1.03  0.000
C 1.30 3.96 -1.73  0.000
C 2.03 3.98 -2.91  0.000
C 2.62 2.82 -3.38  0.000
C 2.49 1.63 -2.67  0.000
H -0.38 -0.62 3.55  0.000
H 2.82 -0.36 3.73  0.000
H 4.93 -0.56 3.20  0.000
H 6.87 -0.54 1.70  0.000
H 6.51 -0.29 -0.75  0.000
H 4.24 -0.03 -1.62  0.000
H 2.93 -2.55 -0.75  0.000
H 2.58 -4.37 -2.36  0.000
H 1.01 -4.09 -4.25  0.000
H -0.23 -1.96 -4.50  0.000
H 0.09 -0.14 -2.87  0.000
H 0.54 2.73 -0.14  0.000
H 0.81 4.85 -1.37  0.000
H 2.13 4.90 -3.47  0.000
H 3.16 2.83 -4.32  0.000
H 2.92 0.73 -3.08  0.000
Cl -4.84 4.76 -4.37  0.000
C -4.15 3.55 -3.34  0.000
C -2.82 3.65 -2.96  0.000
C -2.28 2.68 -2.13  0.000
C -3.05 1.61 -1.69  0.000
C -4.38 1.52 -2.09  0.000
C -4.94 2.49 -2.91  0.000
C -2.47 0.53 -0.80  0.002
O -3.14 -0.48 -0.60  0.000
O -1.31 0.79 -0.32  0.007
H -2.22 4.48 -3.32  0.000
H -1.25 2.74 -1.83  0.000
H -4.96 0.68 -1.74  0.000
H -5.98 2.44 -3.21  0.000
C -2.17 -3.45 -1.21  0.001
C -1.27 -2.57 -0.50  0.003
N -0.62 -1.82 0.07  -0.004
H -3.11 -2.90 -1.32  0.000
H -2.34 -4.36 -0.64  0.000
H -1.77 -3.69 -2.19  0.000

The calculation puts the HOMO energy (spin up / spin down) at -7.85 / -7.44 eV. The energy above the lowest of the compared OMol25 structures with the same formula, charge and spin is 0.00 kcal per mole. The total energy comes out at -4071.4188 Ha. The multiplicity is 2. Its gap between HOMO and LUMO (spin up / spin down) is 7.73 / 7.22 eV. The LUMO energy (spin up / spin down) comes out at -0.12 / -0.21 eV.



ORCA calculation (ωB97M-V/def2-TZVPD) on a structure of composition C20H8Cl2F5N2O3PtS at a distorted geometry.

Each line ends with the Mulliken charge.
Atoms and positions in Å:
Pt 0.16 1.36 0.14  0.813
O -0.67 0.16 1.51  -0.540
N -1.04 0.77 2.64  0.352
C -1.31 -0.04 3.68  -0.276
C -1.77 0.46 4.86  -0.703
C -1.96 1.85 4.97  -0.132
C -1.67 2.66 3.90  -0.766
C -1.18 2.11 2.70  0.606
S -0.74 3.03 1.32  -0.407
H -1.13 -1.09 3.47  0.488
H -1.98 -0.21 5.68  0.380
H -2.32 2.28 5.89  0.361
H -1.79 3.73 3.95  0.383
Cl 2.11 5.09 -2.49  -0.242
C 2.63 3.44 -2.51  0.378
C 3.75 3.09 -3.29  -0.621
C 4.17 1.79 -3.34  0.676
Cl 5.55 1.38 -4.34  -0.286
C 3.51 0.78 -2.61  0.195
C 3.85 -0.59 -2.62  -0.667
C 3.11 -1.47 -1.88  -0.983
C 2.03 -1.00 -1.10  -0.284
N 1.70 0.27 -1.06  -0.711
C 2.41 1.16 -1.82  0.379
C 1.92 2.50 -1.78  0.330
O 0.86 2.76 -1.11  -0.802
H 4.26 3.86 -3.85  0.436
H 4.68 -0.93 -3.23  0.396
H 3.33 -2.52 -1.88  0.392
H 1.43 -1.66 -0.49  0.927
F -5.25 -4.23 -0.55  -0.346
C -4.06 -3.58 -0.49  0.642
C -2.89 -4.27 -0.21  0.157
F -2.94 -5.60 0.02  -0.329
C -1.68 -3.61 -0.16  0.127
F -0.57 -4.34 0.12  -0.362
C -1.52 -2.21 -0.39  -0.080
O -0.41 -1.61 -0.33  -0.566
C -2.76 -1.56 -0.67  0.393
F -2.75 -0.24 -0.92  -0.353
C -3.97 -2.22 -0.73  -0.020
F -5.10 -1.54 -1.01  -0.334

The calculation puts the HOMO energy at -4.11 eV. The energy above the lowest of the compared OMol25 structures with the same formula, charge and spin is 8.76 kcal per mole. The total energy comes out at -3039.4445 Ha. Its gap between HOMO and LUMO is 6.55 eV. The LUMO energy comes out at 2.43 eV. The net charge is -1.



ORCA calculation (ωB97M-V/def2-TZVPD) on a cluster of 3 separate species, C21H45N2O9P2 in total at a distorted geometry.

Each line ends with the Mulliken charge.
Atoms and positions in Å:
C 8.77 -5.75 -2.50  -1.263
C 8.25 -4.38 -2.97  -0.363
C 7.53 -3.60 -1.86  -0.647
C 6.58 -2.53 -2.47  -0.892
C 5.17 -3.05 -2.40  0.218
C 4.62 -4.07 -3.09  -0.348
N 3.31 -4.17 -2.63  0.288
C 2.28 -5.14 -3.01  -0.596
C 2.25 -6.26 -1.95  0.068
O 1.87 -7.36 -2.21  -0.408
C 3.10 -3.24 -1.73  -0.795
N 4.21 -2.53 -1.55  0.132
H 9.71 -5.58 -1.97  0.328
H 8.09 -6.21 -1.79  0.339
H 8.94 -6.39 -3.36  0.346
H 7.58 -4.50 -3.82  0.293
H 9.10 -3.78 -3.30  0.326
H 8.22 -3.16 -1.14  0.460
H 6.92 -4.33 -1.32  0.343
H 6.82 -2.32 -3.50  0.413
H 6.64 -1.61 -1.88  0.322
H 5.05 -4.71 -3.84  0.519
H 1.31 -4.63 -2.95  0.248
H 2.48 -5.59 -3.97  0.391
H 2.61 -6.04 -0.93  0.370
H 2.18 -3.09 -1.18  0.602
H 4.35 -1.76 -0.92  0.281
O -0.15 -0.78 -0.57  -0.842
P -0.85 0.41 -1.12  1.140
O -2.22 -0.29 -1.69  -0.319
C -3.16 -0.79 -0.75  -0.435
C -3.91 0.34 -0.06  -0.712
O -0.04 0.69 -2.51  -0.318
C 1.26 0.15 -2.70  -0.482
C 1.17 -1.13 -3.49  -0.906
O -1.52 1.85 -1.06  -0.246
C -1.70 2.76 -2.17  -0.133
C -2.58 2.24 -3.28  -1.005
H -2.65 -1.43 -0.02  0.289
H -3.86 -1.42 -1.30  0.326
H -3.24 0.92 0.57  0.009
H -4.71 -0.06 0.58  0.491
H -4.34 1.02 -0.79  0.179
H 1.76 0.00 -1.75  0.315
H 1.84 0.89 -3.25  0.373
H 0.47 -1.83 -3.03  0.178
H 2.16 -1.61 -3.55  0.273
H 0.82 -0.94 -4.50  0.398
H -0.73 3.09 -2.55  0.282
H -2.17 3.64 -1.74  0.289
H -2.12 1.41 -3.82  0.237
H -2.76 3.04 -4.00  0.446
H -3.53 1.89 -2.89  0.189
O -5.37 4.11 2.41  -0.798
P -4.90 3.66 3.74  1.010
O -4.92 4.94 4.73  -0.264
C -6.17 5.53 5.09  -0.369
C -6.96 4.68 6.06  -0.942
O -3.30 3.49 3.50  -0.252
C -2.72 3.52 2.20  -0.165
C -2.16 4.89 1.90  -1.245
O -5.01 2.48 4.79  -0.298
C -3.92 1.95 5.57  -0.174
C -3.29 2.94 6.52  -0.933
H -6.76 5.73 4.18  0.316
H -5.94 6.49 5.54  0.314
H -7.29 3.75 5.60  0.273
H -7.84 5.21 6.41  0.405
H -6.35 4.41 6.92  0.190
H -3.43 3.20 1.45  0.272
H -1.90 2.79 2.20  0.268
H -2.91 5.66 2.05  0.311
H -1.80 4.94 0.87  0.325
H -1.33 5.12 2.57  0.326
H -3.18 1.49 4.92  0.233
H -4.37 1.14 6.15  0.357
H -2.75 3.73 5.99  0.257
H -2.58 2.42 7.16  0.404
H -4.04 3.42 7.14  0.185

The calculation puts the HOMO energy at -11.67 eV. The total energy comes out at -2296.4133 Ha. Its gap between HOMO and LUMO is 8.75 eV. The LUMO energy comes out at -2.92 eV. The net charge is +1.



ORCA calculation (ωB97M-V/def2-TZVPD) on a cluster of 3 separate species, CH2F3N in total at a distorted geometry.

Each line ends with the Mulliken charge.
Atoms and positions in Å:
C 0.07 -0.52 0.04  0.201
N 0.86 -0.61 1.04  -0.146
F -0.37 -1.65 -0.55  -0.207
F 3.18 0.29 0.94  -0.428
F 0.97 -1.83 1.63  -0.139
H 4.36 0.47 1.24  0.431
H -0.67 0.27 -0.11  0.289

The calculation puts the HOMO energy at -10.89 eV. The energy above the lowest of the compared OMol25 structures with the same formula, charge and spin is 122.49 kcal per mole. The total energy comes out at -393.4817 Ha. Its gap between HOMO and LUMO is 10.78 eV. The LUMO energy comes out at -0.10 eV.



Which formula does entry 5 have? C40H33ClMnN5O4P